Entry from the Open Molecules 2025 dataset: a gas-phase ion, C9H18N (charge +1) in a non-equilibrium geometry (ωB97M-V/def2-TZVPD).

The geometry in ORCA input format:
```
! RIJCOSX wB97M-V def2-TZVPD def2/J DEFGRID3
* xyz 1 1
C -1.054 0.911 -0.060
C -2.139 1.664 -0.002
C 0.306 1.466 0.101
C -1.000 -0.608 -0.091
C 1.357 0.276 -0.038
C -1.371 -1.223 1.262
C -1.864 -1.050 -1.232
C 2.423 0.648 -1.069
C 1.941 -0.223 1.333
N 0.496 -0.872 -0.506
H -3.181 1.315 0.085
H -2.032 2.734 0.176
H 0.463 2.457 -0.494
H 0.426 1.731 1.132
H -1.308 -2.335 1.224
H -2.341 -0.843 1.413
H -0.696 -0.946 2.036
H -1.624 -2.105 -1.412
H -1.529 -0.524 -2.124
H -2.866 -0.771 -1.042
H 2.862 -0.324 -1.320
H 3.202 1.266 -0.665
H 2.020 0.994 -1.978
H 1.169 -0.724 1.819
H 2.291 0.610 1.985
H 2.928 -0.814 1.171
H 0.623 -1.816 -0.158
H 0.500 -0.892 -1.547
*
```

The total energy is -408.20133 Eh. For the highest occupied orbital energy, the calculation gives -13.4 eV. Its structure (SMILES) is C=C1CC(C)(C)[NH2+]C1(C)C. As for the energy above the lowest of the compared OMol25 structures with the same formula, charge and spin: 0.0 kJ/mol.

=====

Entry from the Open Molecules 2025 dataset: 2 unconnected molecules or ions with the total composition C5H13NO2 in a non-equilibrium geometry (ωB97M-V/def2-TZVPD).

The geometry in ORCA input format:
```
! RIJCOSX wB97M-V def2-TZVPD def2/J DEFGRID3
* xyz -1 2
C -0.387 -2.596 0.095
O -0.449 -3.555 1.209
C 0.684 -1.516 0.565
C -0.159 -0.562 1.402
C -0.891 0.333 0.549
C -0.397 0.758 -0.629
N -1.117 1.739 -1.295
H -1.341 -2.152 -0.104
H -0.189 -3.218 -0.682
H -0.208 -3.258 2.084
H 1.468 -2.141 1.002
H 1.308 -1.254 -0.223
H 0.637 0.026 1.960
H -0.609 -1.075 2.303
H -1.901 0.538 0.989
H 0.406 0.227 -1.196
H -1.745 2.420 -0.864
H -0.611 2.269 -1.857
H 2.536 4.109 -2.119
H 1.079 4.487 -1.834
O 1.885 4.423 -1.353
*
```

The total energy is -403.39367 Eh. For the highest occupied orbital energy (spin up / spin down), the calculation gives 0.9 / -4.6 eV. As for the energy above the lowest of the compared OMol25 structures with the same formula, charge and spin: 389.1 kJ/mol.

=====

Entry from the Open Molecules 2025 dataset: a molecular structure, C17H11IO2PbS4Sb (ωB97M-V/def2-TZVPD).

The geometry in ORCA input format:
```
! RIJCOSX wB97M-V def2-TZVPD def2/J DEFGRID3
* xyz -1 1
Pb -0.124 -0.336 0.598
S -3.474 -2.249 3.572
Sb -1.370 -2.542 2.877
S -0.105 -0.468 3.070
S -1.318 -2.396 0.383
S -0.130 -4.295 3.503
I -0.263 -0.070 -2.630
C 1.794 0.199 -2.513
C 2.421 0.385 -3.714
C 3.816 0.557 -3.779
C 4.545 0.534 -2.632
C 3.922 0.343 -1.376
C 4.730 0.320 -0.212
C 4.180 0.129 1.013
C 2.783 -0.043 1.131
C 1.966 -0.019 0.035
C 2.511 0.170 -1.274
H 1.840 0.398 -4.625
H 4.293 0.702 -4.739
H 5.621 0.661 -2.657
H 5.800 0.453 -0.328
H 4.798 0.104 1.901
H 2.358 -0.210 2.113
O 0.050 2.570 -0.525
C -1.054 2.418 -0.028
O -1.460 1.299 0.518
C -2.106 3.487 -0.075
C -1.824 4.665 -0.760
C -2.769 5.676 -0.821
C -3.997 5.515 -0.191
C -4.278 4.342 0.496
C -3.336 3.324 0.553
H -0.857 4.766 -1.234
H -2.549 6.591 -1.356
H -4.736 6.306 -0.235
H -5.233 4.217 0.990
H -3.540 2.406 1.086
*
```

The total energy is -3128.59988 Eh. For the highest occupied orbital energy, the calculation gives -4.9 eV. As for the energy above the lowest of the compared OMol25 structures with the same formula, charge and spin: 17.5 kJ/mol.

=====

> The highest total energy belongs to which entry?

C5H13NO2